1) An isolated ion of composition C4H9N4 and charge +1, computed with the ωB97M-V functional and the def2-TZVPD basis.

Its total charge is +1. The HOMO energy (alpha / beta) comes out at -0.5258 / -0.5259 Eh. The value obtained for the LUMO energy (alpha / beta) is -5.55 / -5.54 eV. The value obtained for the gap between HOMO and LUMO (alpha / beta) is 8.76 / 8.77 eV.

Last column: natural (NBO) charge in e.
Cartesian coordinates (Å):
C1 -0.799 0.907 -1.789  0.40
C2 0.129 0.550 1.077  -0.44
C3 0.367 1.709 0.111  -0.28
C4 0.487 -0.775 0.308  0.06
N1 -1.785 0.383 -2.093  -0.34
N2 1.097 -0.563 -0.898  -0.47
N3 0.359 1.314 -1.220  -0.27
N4 -0.783 -1.625 0.088  -0.71
H1 0.779 0.649 2.019  0.27
H2 -0.888 0.368 1.634  0.24
H3 -0.414 2.487 0.339  0.28
H4 1.322 2.150 0.263  0.23
H5 1.109 -1.335 0.899  0.24
H6 2.160 -0.475 -0.967  0.43
H7 -1.520 -1.374 -0.488  0.46
H8 -1.153 -1.718 1.080  0.44
H9 -0.467 -2.651 -0.362  0.47

=====

2) C4H9N4 as an isolated structure, computed with the ωB97M-V functional and the def2-TZVPD basis.

Its total charge is +1. The HOMO energy comes out at -0.4298 Eh. The value obtained for the LUMO energy is -3.19 eV. The value obtained for the gap between HOMO and LUMO is 8.50 eV.

Last column: natural (NBO) charge in e.
Cartesian coordinates (Å):
C1 0.427 -1.048 -0.067  -0.04
C2 -0.206 0.623 1.051  0.10
C3 -0.868 -0.481 0.408  0.23
C4 0.932 0.287 0.286  0.20
N1 0.502 -0.957 -2.275  -0.97
N2 -0.552 1.057 2.265  -0.78
N3 -2.209 -0.723 0.332  -0.74
N4 1.998 0.892 -0.100  -0.73
H1 1.482 -1.162 -2.259  0.39
H2 -0.082 -1.542 -2.857  0.41
H3 0.152 1.581 2.878  0.43
H4 -1.363 0.670 2.704  0.41
H5 -2.652 -1.437 -0.223  0.43
H6 -2.721 -0.235 1.017  0.40
H7 2.647 0.446 -0.745  0.43
H8 2.092 2.016 0.079  0.44
H9 0.419 0.013 -2.494  0.37

=====

Most stable to least stable: 2), 1)

=====

1) A 2-piece molecular cluster, CH3N2O2 overall, computed with the ωB97M-V functional and the def2-TZVPD basis.

Its total charge is -1. The HOMO energy (alpha / beta) comes out at -0.1282 / -0.1282 Eh. The value obtained for the LUMO energy (alpha / beta) is 4.21 / 4.21 eV. The value obtained for the gap between HOMO and LUMO (alpha / beta) is 7.70 / 7.70 eV.

Last column: natural (NBO) charge in e.
Cartesian coordinates (Å):
C1 -1.590 -0.061 -0.019  0.46
N1 -0.324 -0.388 -0.224  -0.89
N2 1.892 0.525 0.391  -0.02
O1 2.677 -0.323 -0.140  -0.40
O2 -1.998 1.095 -0.156  -0.75
H1 -2.320 -0.906 0.388  0.01
H2 -0.066 -1.282 -0.013  0.31
H3 1.729 1.341 -0.228  0.27

=====

2) An isolated ion of composition CH3N2O2 and charge -1, computed with the ωB97M-V functional and the def2-TZVPD basis.

Its total charge is -1. The HOMO energy comes out at -0.1331 Eh. The value obtained for the LUMO energy is 4.57 eV. Its structure (SMILES) is CN=[N+]([O-])[O-]. The value obtained for the gap between HOMO and LUMO is 8.19 eV.

Last column: natural (NBO) charge in e.
Cartesian coordinates (Å):
C1 -0.966 0.121 0.048  -0.44
N1 0.260 0.691 0.459  -0.44
N2 1.261 0.004 0.015  0.56
O1 1.094 -1.110 -0.530  -0.60
O2 2.441 0.496 -0.001  -0.59
H1 -1.273 -0.761 0.622  0.16
H2 -1.798 0.793 0.347  0.16
H3 -1.019 -0.234 -0.960  0.19

=====

Most stable to least stable: 2), 1)

=====

1) A 2-piece molecular cluster, C5H14N overall, computed with the ωB97M-V functional and the def2-TZVPD basis.

Its total charge is +2. The HOMO energy (alpha / beta) comes out at -0.7604 / -0.8024 Eh. The value obtained for the LUMO energy (alpha / beta) is -9.17 / -12.98 eV. Its spin multiplicity is 2. The value obtained for the gap between HOMO and LUMO (alpha / beta) is 11.52 / 8.85 eV.

Last column: Mulliken spin population.
Cartesian coordinates (Å):
C1 0.081 1.563 -2.336  0.00
N1 -0.680 1.306 -1.050  0.01
H1 0.824 2.325 -2.112  0.00
H2 0.568 0.633 -2.631  0.00
H3 -0.613 1.906 -3.095  0.00
H4 -1.181 2.135 -0.711  0.00
H5 -0.001 0.983 -0.326  0.00
H6 -1.345 0.537 -1.148  0.00
C2 0.474 -0.464 2.398  0.05
C3 0.285 -0.837 0.980  0.31
C4 1.382 -0.866 0.100  0.42
C5 -0.988 -1.501 0.593  0.02
H7 -0.341 0.219 2.686  0.03
H8 1.406 0.094 2.543  0.00
H9 0.459 -1.301 3.110  0.04
H10 1.291 -1.237 -0.922  0.04
H11 2.320 -0.428 0.410  0.02
H12 -0.912 -1.877 -0.433  0.00
H13 -1.856 -0.833 0.687  0.03
H14 -1.170 -2.358 1.256  0.03

=====

2) A 2-piece molecular cluster, C5H14N overall, computed with the ωB97M-V functional and the def2-TZVPD basis.

Its total charge is +2. The HOMO energy (alpha / beta) comes out at -0.7685 / -0.8018 Eh. The value obtained for the LUMO energy (alpha / beta) is -9.16 / -13.23 eV. Its spin multiplicity is 2. The value obtained for the gap between HOMO and LUMO (alpha / beta) is 11.75 / 8.58 eV.

Last column: Mulliken spin population.
Cartesian coordinates (Å):
C1 -1.274 -0.534 -2.377  0.00
N1 0.048 -0.603 -1.641  0.02
H1 -1.769 -1.492 -2.206  0.00
H2 -1.864 0.290 -1.936  0.00
H3 -1.086 -0.372 -3.430  0.00
H4 0.677 -1.348 -1.998  0.00
H5 -0.166 -0.762 -0.619  0.00
H6 0.548 0.290 -1.663  0.00
C2 0.858 -0.584 2.252  0.05
C3 0.249 0.303 1.212  0.31
C4 -1.116 0.386 1.064  0.41
C5 1.114 1.344 0.586  0.02
H7 1.708 -1.115 1.787  0.03
H8 0.143 -1.370 2.571  0.00
H9 1.244 -0.085 3.160  0.04
H10 -1.589 1.112 0.371  0.04
H11 -1.728 -0.329 1.552  0.03
H12 0.480 2.025 -0.009  0.00
H13 1.910 0.907 -0.049  0.03
H14 1.611 1.940 1.372  0.03

=====

Most stable to least stable: 1), 2)

=====

1) A 2-piece molecular cluster, C3H3F3 overall, computed with the ωB97M-V functional and the def2-TZVPD basis.

Its total charge is 0. The HOMO energy (alpha / beta) comes out at -0.3429 / -0.3299 Eh. The value obtained for the LUMO energy (alpha / beta) is 0.43 / -0.11 eV. The value obtained for the gap between HOMO and LUMO (alpha / beta) is 9.76 / 8.87 eV.

Last column: natural (NBO) charge in e.
Cartesian coordinates (Å):
C1 1.974 -0.264 0.215  -0.67
C2 0.893 -0.957 -0.195  0.47
C3 -1.774 0.854 -0.120  0.55
F1 0.516 -2.201 -0.431  -0.31
F2 -2.410 0.596 -1.222  -0.31
F3 -2.377 0.193 0.944  -0.36
H1 2.864 -0.910 0.367  0.24
H2 1.744 0.803 0.258  0.25
H3 -1.430 1.886 0.185  0.13

=====

2) A 2-piece molecular cluster, C3H3F3 overall, computed with the ωB97M-V functional and the def2-TZVPD basis.

Its total charge is 0. The HOMO energy comes out at -0.3430 Eh. The value obtained for the LUMO energy is 0.55 eV. Its structure (SMILES) is C=C=C(F)F.F. The value obtained for the gap between HOMO and LUMO is 9.88 eV.

Last column: natural (NBO) charge in e.
Cartesian coordinates (Å):
C1 0.719 1.008 -0.026  -0.38
C2 1.893 0.542 -0.014  -0.15
C3 3.116 0.070 0.077  0.68
F1 3.942 0.219 -1.006  -0.32
F2 3.583 -0.667 1.075  -0.29
H1 0.408 2.121 0.208  0.22
H2 -0.206 0.339 -0.321  0.24
F3 -0.907 -1.940 -0.282  -0.57
H3 -1.569 -2.525 0.218  0.57

=====

Most stable to least stable: 2), 1)